[1]
Density functional theory data (ωB97M-V/def2-TZVPD) for one molecule with the formula C5H7NO2S at a distorted geometry.

Structure (XYZ):
```
16
Properties=species:S:1:pos:R:3
C 3.41203 -1.08151 -0.14459
H 3.55162 -1.85608 0.56480
C 0.26892 0.58851 -0.70911
C 2.26286 -0.67474 -0.63769
H 4.18421 -0.70769 -0.79440
C 1.05297 -0.59580 -1.10501
H -2.44602 0.66569 0.83128
N -1.11466 0.38216 -0.61848
H 0.78772 -1.15502 -2.04331
H -1.58386 2.18628 0.42219
H -2.77279 1.62827 -0.62754
O 0.86751 1.60886 -0.38332
H -0.87376 -1.49649 1.27199
O -1.79317 -1.50262 0.97126
S -1.72128 -1.12452 -0.69124
C -2.01166 1.35005 0.08586
```

Results
relative energy (zero: lowest compared OMol25 entry of this formula, charge and spin): 67.9 kcal per mole
HOMO level: -9.02 eV
F_max: 5.0 eV Å⁻¹
HOMO-LUMO gap: 9.5 eV
SMILES: C=C=CC(=O)N(C)SO
LUMO energy: 0.50 eV

=====

[2]
Density functional theory data (ωB97M-V/def2-TZVPD) for a 2-piece molecular cluster, C5H13NO overall at a distorted geometry.

Structure (XYZ):
```
20
Properties=species:S:1:pos:R:3
O 0.67326 -6.14740 -1.93511
H 2.04201 -1.50900 0.06953
H -3.25457 2.11516 0.38608
H 0.06931 -6.56709 -2.61504
H -1.08714 1.98375 1.84701
C -2.46979 2.77663 0.35726
C 2.50310 -0.58127 0.43480
H -1.02912 0.98971 -1.24025
N 1.40296 0.40037 0.63542
H -0.25376 -0.92367 0.93563
H 1.01496 -5.25939 -2.20109
C 0.09117 0.01576 0.52821
H -0.39801 2.60971 0.35998
H -2.56947 3.13272 -0.78154
H 3.23585 -0.15211 -0.35546
H 1.67631 1.38445 0.45971
H 3.17279 -0.80666 1.31820
C -1.21792 2.13253 0.73322
H -2.72135 3.59649 1.20696
C -0.88060 0.80929 -0.14353
```

Results
relative energy (zero: lowest compared OMol25 entry of this formula, charge and spin): 148.7 kcal per mole
HOMO level: -5.87 eV
F_max: 4.2 eV Å⁻¹
HOMO-LUMO gap: 6.1 eV
SMILES: CC/C=C\NC.O
LUMO energy: 0.20 eV

=====

[3]
Density functional theory data (ωB97M-V/def2-TZVPD) for C8H34O9 as an isolated structure at a distorted geometry.

Structure (XYZ):
```
51
Properties=species:S:1:pos:R:3
H 1.25537 -0.26043 -0.98308
H 0.72431 0.71055 -3.44452
H 1.35045 -1.84747 1.53706
O 3.23481 0.75998 -0.43826
H 0.13102 1.59733 0.50651
C 0.46080 2.52813 0.04501
H -0.67326 -0.79613 2.07868
H -0.16786 0.72154 -2.22149
H -1.22495 1.51674 0.20326
O 0.69399 0.50969 -0.89372
O 1.95386 -1.02642 -0.58741
H -3.80397 0.68731 0.10416
O -2.44272 -0.90436 0.41659
H 1.64324 -1.93152 -0.60986
H 0.18065 0.87744 2.20739
H -0.75244 3.20171 -1.62637
H -1.29157 1.14970 1.71919
C -0.64126 3.37530 -0.55603
H 0.95367 3.24372 0.70311
H -1.37334 -0.63942 -1.67674
H -1.65399 3.30709 -0.15875
H 2.72980 0.09686 -0.90885
C 1.41835 -0.80654 1.85321
O 2.46705 -0.21148 1.21961
H 0.30181 -4.08711 -1.52093
H 0.10072 -1.77569 -1.43259
H -3.65174 0.20739 1.68428
O -0.18325 0.58266 -3.16844
O 1.36462 2.12744 -0.93923
H 2.77005 0.39799 1.89663
O -1.13191 -0.04188 -0.96900
H -0.46597 -1.63841 0.18821
H 1.86796 -0.76590 0.32964
H -0.40983 4.41136 -0.30880
H -0.43207 -4.16377 0.13647
H -0.19888 0.10222 0.70240
C -3.05159 0.27576 0.77695
H 1.56824 -1.06952 2.90034
H 1.19754 1.20998 -1.16721
H -2.48866 2.39357 1.05505
H -1.79914 -0.18331 -0.29741
C 0.09119 -0.10004 1.73344
H -0.18357 0.15248 -0.75762
C -2.01420 1.41805 0.94854
H -2.17281 -1.28461 1.25573
H -1.54469 -2.28575 -1.22911
H 2.66414 1.03056 0.28102
C -0.58351 -2.23288 -0.71782
C 0.15909 -3.57823 -0.56764
H 1.56617 -3.70138 0.77376
O 1.48828 -3.26031 -0.07536
```

Results
relative energy (zero: lowest compared OMol25 entry of this formula, charge and spin): 576.0 kcal per mole
HOMO level: -6.12 eV
F_max: 19.1 eV Å⁻¹
HOMO-LUMO gap: 5.7 eV
LUMO energy: -0.40 eV

=====

[4]
Density functional theory data (ωB97M-V/def2-TZVPD) for C10H26BeCl2FNO6PSi as an isolated structure at a distorted geometry.

Structure (XYZ):
```
49
Properties=species:S:1:pos:R:3
H 4.20994 0.52829 -0.35107
Cl 1.41753 -1.13768 0.54280
H -4.34486 -1.05180 1.43778
C -4.87433 -1.57838 3.42653
H -2.71761 1.80815 -0.99451
H 6.06979 4.04311 -3.15189
Be -3.99952 0.89049 -1.65279
C 3.58107 0.32131 -1.21543
H 2.86239 -2.73436 -1.43193
C -1.83197 -1.93032 3.24206
C -3.73184 -0.69690 3.80289
H 4.41928 -3.16012 -1.86226
C -2.21698 1.94909 0.04884
H -2.97043 2.35749 0.69661
C -5.20828 -1.47052 1.93047
H 2.58788 0.02506 -0.87245
N 3.45064 -3.10105 -2.18644
O 0.62618 1.17034 2.24486
H -2.35190 -2.01930 2.30166
H 3.12395 -4.02995 -2.45859
H 4.93793 4.57408 -4.47967
H -0.05843 1.78380 2.52841
Cl -2.90599 2.06701 -2.77337
C -0.44511 -1.29905 3.15318
C 4.55643 1.95611 -2.53026
O 4.25591 3.01014 -3.24430
H -2.21236 -0.08427 -1.88886
H 5.85061 3.00170 -4.59209
C 5.36344 3.66759 -3.88691
H -1.69016 -2.93467 3.59564
O -3.83959 0.45670 3.76661
P -1.91754 0.26483 0.51995
O 5.64221 1.47609 -2.35528
H -4.60274 -2.60196 3.61280
O 3.41082 1.46905 -2.01487
H 0.25840 -2.11188 3.12058
Si -0.08952 -0.18696 1.68783
H -0.20143 -0.73103 4.02982
H -5.75151 -1.30394 3.96245
H 3.40080 -2.46981 -2.99017
H 4.01888 -0.49343 -1.80984
C -2.05053 -0.72371 -1.01827
H -5.37896 -2.42788 1.48594
H -6.00762 -0.78775 1.74500
O -2.57556 -1.24804 4.24456
H -1.14920 -1.28880 -1.18098
H -2.87951 -1.39014 -0.91524
H -1.37416 2.60727 0.12404
F 5.37565 5.57228 -5.43882
```

Results
relative energy (zero: lowest compared OMol25 entry of this formula, charge and spin): 0.0 kcal per mole
HOMO level: -8.55 eV
F_max: 4.2 eV Å⁻¹
HOMO-LUMO gap: 1.3 eV
charge: +1
LUMO energy: -7.25 eV

=====

[5]
Density functional theory data (ωB97M-V/def2-TZVPD) for one molecule with the formula C5H5NO at a distorted geometry.

Structure (XYZ):
```
12
Properties=species:S:1:pos:R:3
H -1.19989 0.85801 -1.57428
C 0.78893 0.28935 -0.70132
H 1.55935 0.80625 -0.13536
H -1.32393 -1.91597 1.15618
C -0.63437 0.86363 -0.64490
O 0.65639 -2.28380 1.02759
N -0.90660 3.07109 0.71732
C -0.41512 -1.50129 0.73594
H 1.45484 -1.74429 0.93010
C -0.80673 2.08063 0.12701
C -0.27817 -0.40015 0.01879
H 1.10529 -0.12346 -1.65708
```

Results
relative energy (zero: lowest compared OMol25 entry of this formula, charge and spin): 53.4 kcal per mole
HOMO level: -9.52 eV
F_max: 1.1 eV Å⁻¹
HOMO-LUMO gap: 10.1 eV
SMILES: N#C[C@H]1C/C1=C\O
LUMO energy: 0.61 eV

=====

[6]
Density functional theory data (ωB97M-V/def2-TZVPD) for C30H28F6FeN4O2SSi as an isolated structure at a distorted geometry.

Structure (XYZ):
```
73
Properties=species:S:1:pos:R:3
C 3.69632 -0.65281 2.02470
Fe 0.93412 -1.42971 0.05470
H -1.17498 3.07719 2.35930
H -3.09048 -4.85611 1.01290
H -4.99628 3.27519 -0.54210
H -2.63158 -5.22361 3.46300
C -0.13338 4.93219 2.57910
H 2.28642 2.30469 -5.29360
H 2.42612 1.23009 -1.15610
C 1.13942 4.27269 0.21410
F -0.02928 -4.80871 -1.60590
Si -0.23088 1.75709 -0.12740
H 2.71832 -0.56471 3.83500
H -2.57048 3.61519 -0.33790
F 1.96112 -1.27981 -2.39060
H 1.02782 6.72839 2.52780
H -1.95938 -0.60061 -0.15100
C 2.50842 1.73489 -3.24010
H 0.79952 -0.38931 4.74950
N 2.68102 -0.92961 2.88420
F 1.78712 -2.26791 -4.31010
C -4.34258 2.42149 -0.44200
C -2.64018 0.23849 -0.22030
F 1.71572 -3.61571 -1.22350
C 0.80272 5.79519 2.03420
O -0.37398 -2.02651 -1.51920
C -0.43578 3.74279 1.93810
C 0.54232 -1.44851 4.71070
N 1.62132 -1.66401 2.49120
C -1.56878 -3.36761 0.86160
O 0.43862 0.47509 0.48180
C -1.10898 -3.72171 3.51050
H -1.74708 -3.71681 -3.09910
C 0.44652 2.47409 -4.21400
C 1.07292 -1.72781 -3.32530
C 1.44382 5.46319 0.85280
H 4.94182 0.06579 3.51360
C 0.05152 -2.66271 -2.63110
S 3.61432 -1.04981 0.40460
F 0.46872 -0.65241 -3.82210
H 2.17942 6.13109 0.42740
C -2.07938 -4.49481 2.89120
H -5.92028 0.98259 -0.52410
H -0.66868 -3.51731 -4.49880
H -0.11358 2.80309 -5.07720
H -1.61058 -2.13051 -3.87270
C -4.00898 0.04709 -0.31100
C 1.87782 1.59449 -2.01400
C -2.97558 2.61409 -0.33830
H 1.18562 -1.99191 5.40450
C 1.79402 2.18369 -4.33840
H 3.55442 1.48339 -3.33170
C 0.66992 -1.95351 3.30360
H -1.23448 2.58289 -2.89280
H -1.72378 -3.16251 -0.18610
F 1.45282 -4.60501 -3.14050
C 0.53882 1.92239 -1.88700
H -0.63178 5.18329 3.50410
C -2.12048 1.52619 -0.23460
N 4.78562 -0.04871 2.52410
C -1.07098 -3.03631 -3.60780
N -0.60308 -2.66741 1.43020
C -0.38148 -2.81021 2.74280
C -0.18518 2.34519 -2.98540
C 0.80352 -3.94631 -2.18960
C 0.19592 3.40319 0.74790
H -4.41488 -0.95421 -0.30480
C -4.85688 1.13659 -0.43270
H 5.56032 0.11369 1.90020
C -2.33388 -4.30171 1.54270
H -0.48388 -1.55491 5.04730
H -0.90908 -3.85461 4.56290
H 1.63642 4.02959 -0.71340
```

Results
HOMO level (spin up / spin down): -10.89 / -10.88 eV
F_max: 5.9 eV Å⁻¹
HOMO-LUMO gap (spin up / spin down): 7.1 / 5.5 eV
charge: +1
LUMO energy (spin up / spin down): -3.75 / -5.33 eV
multiplicity: 6